# 1
{"formula": "C35H49AsCoF6Ge2N2O2PS2", "method": "ωB97M-V/def2-TZVPD", "species": ["Co", "C", "C", "N", "N", "C", "S", "S", "C", "C", "C", "C", "C", "C", "C", "C", "C", "C", "C", "C", "C", "O", "H", "H", "H", "H", "H", "H", "H", "H", "H", "H", "H", "H", "H", "H", "C", "C", "Ge", "C", "C", "C", "C", "Ge", "C", "C", "C", "C", "C", "C", "C", "C", "C", "C", "H", "H", "H", "H", "H", "H", "H", "H", "H", "H", "H", "H", "H", "H", "H", "H", "H", "H", "H", "H", "H", "H", "H", "H", "H", "H", "C", "P", "C", "C", "O", "H", "H", "H", "H", "H", "H", "H", "H", "H", "F", "As", "F", "F", "F", "F", "F"], "positions_angstrom": [[0.988, -0.789, 1.706], [4.808, -0.683, -0.055], [3.668, -0.504, 0.835], [2.618, -1.268, 0.821], [2.640, -2.352, -0.153], [1.429, -2.833, -0.338], [0.194, -2.599, 0.798], [1.291, -3.725, -1.832], [-0.476, -4.319, -1.893], [-0.910, -5.260, -0.706], [-0.081, -6.284, -0.268], [-0.214, -6.916, 0.933], [-1.300, -6.588, 1.674], [-2.217, -5.659, 1.254], [-2.067, -4.997, 0.038], [3.757, 0.654, 1.757], [4.745, 1.567, 1.485], [4.998, 2.587, 2.355], [4.011, 2.870, 3.392], [3.029, 1.949, 3.632], [2.843, 0.780, 2.813], [1.964, -0.106, 3.077], [5.779, -0.636, 0.476], [4.795, 0.094, -0.829], [4.697, -1.652, -0.592], [-0.513, -4.938, -2.795], [-1.194, -3.455, -1.935], [0.752, -6.535, -0.861], [0.518, -7.700, 1.091], [-1.581, -7.144, 2.619], [-3.055, -5.375, 1.911], [-2.850, -4.297, -0.365], [5.391, 1.452, 0.638], [5.738, 3.347, 2.151], [4.038, 3.771, 4.049], [2.272, 2.047, 4.358], [3.996, 1.788, -4.178], [3.327, 0.847, -3.148], [1.362, 0.663, -3.413], [0.788, -0.478, -4.813], [-0.146, -1.445, -4.114], [0.427, 2.325, -3.165], [-0.159, 2.783, -2.059], [-0.628, 1.661, -0.445], [-1.614, 0.093, -0.838], [-2.743, 0.030, -1.869], [-1.396, 2.867, 0.888], [-0.378, 3.412, 1.953], [-0.821, 4.105, -2.059], [-0.226, 5.287, -1.933], [-0.895, 6.493, -1.780], [-2.283, 6.535, -1.776], [-2.951, 5.331, -1.956], [-2.268, 4.128, -2.081], [3.261, 2.168, -4.880], [4.746, 1.220, -4.702], [4.551, 2.651, -3.646], [3.446, 1.215, -2.154], [3.826, -0.112, -3.234], [1.597, -0.960, -5.249], [0.307, 0.037, -5.658], [-0.971, -0.965, -3.631], [0.355, -2.124, -3.405], [-0.802, -2.020, -4.788], [0.449, 3.133, -3.940], [-1.995, -0.384, 0.052], [-0.832, -0.632, -1.205], [-2.421, 0.524, -2.848], [-3.709, 0.362, -1.704], [-2.892, -1.063, -2.176], [-2.249, 2.291, 1.202], [-1.760, 3.722, 0.358], [0.486, 2.842, 1.904], [-0.800, 3.290, 2.962], [-0.116, 4.454, 1.896], [0.874, 5.338, -1.817], [-0.333, 7.405, -1.516], [-2.847, 7.427, -1.718], [-4.054, 5.393, -2.108], [-2.856, 3.193, -2.059], [-0.908, -0.421, 5.197], [-1.676, -0.847, 3.630], [-2.002, -2.581, 3.666], [-3.137, 0.094, 3.477], [-0.762, -0.466, 2.462], [-1.378, -0.992, 6.001], [-1.040, 0.625, 5.476], [0.108, -0.725, 5.180], [-2.687, -2.771, 4.537], [-1.059, -3.064, 3.723], [-2.610, -2.837, 2.780], [-2.943, 0.940, 2.760], [-3.537, 0.428, 4.457], [-4.022, -0.550, 3.082], [0.858, 0.966, 0.452], [-4.745, -1.744, 0.490], [-5.247, -2.046, 2.118], [-2.924, -2.251, 1.094], [0.970, -0.128, -1.850], [-4.084, -0.097, 0.687], [-6.335, -0.862, 0.189]], "mulliken_charge": [-0.308, -1.825, 1.733, 0.894, -1.192, 0.269, 0.142, -0.191, -0.434, -0.077, -0.379, -0.754, -0.363, -0.181, 0.169, 0.505, -0.808, -1.068, -0.586, -0.593, 0.839, -0.638, 0.479, 0.312, 0.403, 0.700, -0.085, 0.423, 0.444, 0.272, 0.362, 0.069, 0.428, 0.354, 0.348, 0.519, -1.385, -0.196, 0.548, -0.876, -0.691, -0.677, 0.936, 0.512, 2.474, -2.351, -0.431, -1.000, -0.854, 0.109, -0.774, -0.513, -0.502, -0.188, 0.379, 0.352, 0.292, -0.141, 0.592, 0.506, 0.482, -0.125, 0.018, 0.513, 0.396, -0.203, -1.069, 0.466, 0.590, 0.293, 0.433, 0.472, -0.105, 0.349, 0.374, 0.333, 0.321, 0.468, 0.344, 0.303, -1.409, 1.321, -1.151, -0.620, -0.233, 0.441, 0.346, 0.367, 0.456, 0.402, 0.039, -0.099, 0.575, 0.154, -0.380, 0.677, -0.429, -0.327, -0.254, -0.294, -0.540], "spin_multiplicity": 3, "homo_lumo_gap_ev": [6.459, 7.357], "e_tot_ev": -302929.6614, "s_squared": 2.0903}

# 2
{"formula": "C35H49ClN6O3P", "method": "ωB97M-V/def2-TZVPD", "species": ["C", "C", "N", "P", "Cl", "O", "C", "C", "O", "C", "C", "C", "C", "C", "C", "O", "H", "H", "H", "H", "H", "H", "H", "H", "H", "H", "H", "H", "H", "H", "H", "H", "H", "H", "H", "H", "H", "H", "H", "H", "N", "C", "C", "C", "C", "C", "H", "H", "H", "H", "H", "N", "C", "C", "C", "C", "C", "H", "H", "H", "H", "H", "N", "C", "C", "C", "C", "C", "H", "H", "H", "H", "H", "N", "C", "C", "C", "C", "C", "H", "H", "H", "H", "H", "N", "C", "C", "C", "C", "C", "H", "H", "H", "H", "H"], "positions_angstrom": [[1.689, 1.004, -1.461], [1.261, 2.449, -1.667], [0.916, 2.736, -3.067], [-0.796, 2.738, -3.527], [-0.404, 1.070, -5.020], [-1.182, 1.537, -2.333], [-2.185, 2.065, -1.506], [-2.392, 3.569, -1.714], [-3.530, 3.947, -2.496], [-4.632, 4.456, -1.772], [-5.957, 4.168, -2.502], [-5.706, 4.209, -4.014], [-6.707, 2.888, -2.025], [-5.797, 1.788, -1.489], [-7.610, 2.279, -3.100], [-1.246, 3.976, -2.377], [2.355, 0.720, -2.279], [2.259, 0.860, -0.544], [0.849, 0.315, -1.508], [0.476, 2.735, -0.962], [2.131, 3.069, -1.422], [1.203, 3.691, -3.248], [-0.516, 3.753, -4.502], [-2.128, 2.630, -4.019], [-3.085, 1.455, -1.429], [-1.766, 2.016, -0.482], [-2.434, 4.117, -0.768], [-4.641, 4.093, -0.743], [-4.532, 5.550, -1.733], [-6.607, 5.020, -2.286], [-6.645, 4.260, -4.563], [-5.157, 5.121, -4.244], [-5.139, 3.350, -4.359], [-7.389, 3.202, -1.228], [-6.412, 0.932, -1.203], [-5.240, 2.079, -0.603], [-5.125, 1.459, -2.279], [-8.345, 1.621, -2.635], [-8.170, 3.052, -3.626], [-7.041, 1.702, -3.827], [3.392, -0.494, 1.149], [3.202, -1.729, 1.607], [4.161, -2.447, 2.308], [5.390, -1.851, 2.545], [5.603, -0.567, 2.072], [4.577, 0.065, 1.384], [2.229, -2.161, 1.396], [3.948, -3.449, 2.657], [6.167, -2.377, 3.089], [6.547, -0.060, 2.229], [4.706, 1.071, 0.997], [7.974, -3.298, 4.725], [7.784, -4.533, 5.182], [8.744, -5.252, 5.879], [9.972, -4.655, 6.112], [10.187, -3.369, 5.642], [9.159, -2.738, 4.958], [6.811, -4.965, 4.976], [8.532, -6.253, 6.227], [10.748, -5.182, 6.651], [11.130, -2.865, 5.801], [9.286, -1.731, 4.576], [6.462, 3.032, 0.415], [7.643, 3.143, -0.189], [8.758, 3.718, 0.401], [8.641, 4.210, 1.691], [7.418, 4.104, 2.333], [6.366, 3.508, 1.654], [7.690, 2.750, -1.199], [9.693, 3.779, -0.140], [9.488, 4.668, 2.187], [7.280, 4.474, 3.340], [5.393, 3.401, 2.122], [-3.582, -3.458, -1.997], [-3.004, -2.400, -2.571], [-2.313, -1.421, -1.871], [-2.218, -1.548, -0.495], [-2.814, -2.639, 0.121], [-3.478, -3.561, -0.672], [-3.103, -2.335, -3.648], [-1.860, -0.582, -2.387], [-1.687, -0.802, 0.084], [-2.766, -2.775, 1.193], [-3.947, -4.432, -0.228], [-5.593, -5.935, 1.040], [-6.377, -5.685, -0.008], [-7.754, -5.858, 0.007], [-8.350, -6.315, 1.169], [-7.548, -6.580, 2.268], [-6.182, -6.373, 2.150], [-5.873, -5.327, -0.900], [-8.340, -5.636, -0.875], [-9.422, -6.462, 1.220], [-7.970, -6.939, 3.197], [-5.520, -6.567, 2.987]], "mulliken_charge": [-0.702, -0.094, -0.601, 0.211, -0.509, -0.401, 0.372, -0.471, -0.024, -1.075, 0.426, -1.661, 0.745, -1.599, -1.765, -0.642, 0.310, 0.177, 0.013, 0.038, 0.528, 0.351, 0.097, -0.143, -0.096, 0.167, 0.411, 0.491, 0.349, 0.288, 0.428, 0.475, 0.293, 0.233, 0.567, 0.317, 0.347, 0.488, 0.391, 0.350, -0.275, -0.487, -0.513, 0.083, -0.670, -0.296, 0.413, 0.365, 0.388, 0.388, 0.540, -0.313, -0.062, -0.612, -0.121, -0.567, -0.136, 0.361, 0.341, 0.365, 0.342, 0.365, -0.345, -0.249, -0.429, -0.131, -0.621, -0.024, 0.357, 0.351, 0.365, 0.359, 0.389, -0.556, -0.581, -0.170, -0.130, -0.881, -0.103, 0.412, 0.644, 0.518, 0.361, 0.514, -0.418, 0.034, -0.627, -0.153, -0.392, -0.251, 0.368, 0.348, 0.364, 0.341, 0.362], "charge": -1, "homo_lumo_gap_ev": 6.319, "e_tot_ev": -73984.6410}